Arrangement a

This record from the Open Molecules 2025 dataset describes 3 unconnected molecules or ions with the total composition C3H9N3O2. The level of theory is ωB97M-V/def2-TZVPD.

```
17
Properties=species:S:1:pos:R:3
C 3.08 0.02 -0.11
C -2.12 -1.44 0.23
N -1.91 0.00 0.13
C 0.11 0.62 -0.01
N 0.10 1.61 0.86
O 2.15 0.93 -0.60
O -2.61 0.53 -0.93
N 0.21 -0.26 -0.79
H -2.64 -0.13 -1.65
H -0.81 1.94 1.17
H 0.88 2.24 0.78
H 3.25 -0.83 -0.79
H 4.04 0.54 0.01
H 2.82 -0.38 0.89
H -1.98 -1.96 -0.73
H -1.42 -1.83 0.96
H -3.15 -1.61 0.58
```

For the LUMO energy (alpha / beta), the calculation gives 0.583 / -0.568 eV.


Arrangement b

This record from the Open Molecules 2025 dataset describes 3 unconnected molecules or ions with the total composition C3H9N3O2. The level of theory is ωB97M-V/def2-TZVPD.

```
17
Properties=species:S:1:pos:R:3
C -0.93 -0.46 0.96
C -2.00 -0.86 -0.03
C 1.49 -0.38 0.07
H -0.23 2.26 1.00
H -0.78 1.89 -0.29
H -1.15 0.49 1.57
H -0.96 -1.25 1.83
H -1.67 -1.79 -0.64
H -3.00 -1.34 0.68
H -3.64 -0.11 -1.13
H 3.06 -0.03 -0.87
H 1.91 1.28 -1.28
N -0.03 1.66 0.22
N 0.21 0.30 0.38
N 2.62 0.51 -0.10
O -2.10 0.50 -0.93
O 1.54 -1.55 -0.36
```

For the LUMO energy, the calculation gives -1.496 eV.


Most stable to least stable, the ends of the list are arrangement a and arrangement b.


Arrangement a

This record from the Open Molecules 2025 dataset describes 2 unconnected molecules or ions with the total composition C3H9N3O2. The level of theory is ωB97M-V/def2-TZVPD.

```
17
Properties=species:S:1:pos:R:3
C 1.66 0.44 0.51
C -1.43 -0.11 0.03
C 1.16 0.03 -0.70
N 1.05 1.53 1.20
N -0.90 -0.89 1.00
N -2.48 -0.61 -0.69
O 1.84 -0.98 -1.36
O 0.00 0.36 -1.17
H 1.41 -1.08 -2.21
H 2.68 0.16 0.76
H -1.52 0.93 0.32
H 1.58 1.81 2.02
H 0.89 2.34 0.60
H -0.75 -1.86 0.73
H 0.02 -0.52 1.36
H -2.40 -1.57 -1.00
H -2.82 0.00 -1.42
```

For the LUMO energy, the calculation gives 0.820 eV.


Arrangement b

This record from the Open Molecules 2025 dataset describes 3 unconnected molecules or ions with the total composition C3H9N3O2. The level of theory is ωB97M-V/def2-TZVPD.

```
17
Properties=species:S:1:pos:R:3
C -2.51 1.35 0.08
O -1.82 0.17 0.14
H -0.27 -0.23 0.87
H -2.39 1.98 0.98
H -2.24 1.99 -0.79
H -3.60 1.16 0.00
C 1.25 0.69 -0.59
C 0.45 -1.08 0.64
N 2.50 0.34 -0.66
N -0.02 -1.70 -0.48
N 1.45 -1.53 1.32
O 0.39 1.42 -0.86
H 2.77 -0.50 -0.15
H 3.15 0.86 -1.24
H -0.94 -1.35 -0.76
H 0.21 -2.67 -0.63
H 1.62 -0.91 2.12
```

For the LUMO energy (alpha / beta), the calculation gives -0.236 / -1.596 eV.


Arrangement c

This record from the Open Molecules 2025 dataset describes a single C3H9N3O2 molecule. The level of theory is ωB97M-V/def2-TZVPD.

```
17
Properties=species:S:1:pos:R:3
C 1.25 -0.69 -0.08
C -0.13 1.41 0.19
C -0.13 -0.13 0.30
N -0.27 -0.57 1.63
N -1.73 -0.46 2.29
N -1.21 -0.63 -0.58
O -1.92 -0.69 3.43
O -2.71 -0.19 1.43
H 1.22 -1.77 -0.08
H 1.57 -0.32 -1.05
H 1.97 -0.38 0.68
H -1.13 1.81 0.34
H 0.22 1.71 -0.80
H 0.53 1.82 0.94
H -2.32 -0.28 0.47
H -1.14 -0.23 -1.51
H -1.16 -1.65 -0.67
```

As for the structure (SMILES): CC(C)(N)/N=[N+](/[O-])O. For the LUMO energy (alpha / beta), the calculation gives 0.273 / 0.273 eV.


Most stable to least stable, the ends of the list are arrangement a and arrangement c.